a | This record from the OMol25 dataset describes a 2-piece molecular cluster, C3H8NO3 overall. The level of theory is the ωB97M-V functional and the def2-TZVPD basis.

molar mass	106.10	g/mol
net charge	-1
LUMO energy	0.1512	hartree

Each line ends with the natural charge from an NBO analysis.
Geometry (Å):
C (0.509, 1.538, 0.723)  -0.43
O (-2.588, -0.277, -2.126)  -1.00
C (0.835, -0.860, 1.011)  -0.34
H (2.035, 0.398, 0.002)  0.36
H (-2.123, -0.652, -1.325)  0.50
H (0.747, 2.184, -0.128)  0.18
H (1.653, -1.586, 1.008)  0.19
H (0.584, 2.131, 1.638)  0.17
O (-1.303, -1.395, 0.000)  -0.81
N (1.470, 0.425, 0.836)  -0.64
H (-0.517, 1.222, 0.571)  0.20
H (-1.820, 0.261, -2.418)  0.45
C (-0.071, -1.207, -0.249)  0.74
H (0.121, -0.949, 1.826)  0.20
O (0.468, -1.231, -1.369)  -0.78

---

b | This record from the OMol25 dataset describes a 2-piece molecular cluster, C3H8NO3 overall. The level of theory is the ωB97M-V functional and the def2-TZVPD basis.

molar mass	106.10	g/mol
net charge	-1
LUMO energy	0.1377	hartree

Each line ends with the natural charge from an NBO analysis.
Geometry (Å):
H (-0.539, -2.378, -2.938)  0.37
H (0.234, 1.277, -0.058)  0.30
H (0.610, -0.593, 1.521)  0.17
O (-0.313, 0.392, 3.097)  -0.75
H (-1.058, -0.077, 1.266)  0.17
C (0.047, -0.668, -1.856)  0.86
H (-0.827, -0.375, 3.394)  0.45
C (-0.093, 0.221, 1.712)  -0.06
H (-0.102, 2.387, 1.325)  0.18
O (0.465, 0.522, -2.039)  -0.82
N (0.020, -1.521, -2.995)  -0.92
C (0.401, 1.459, 1.015)  -0.66
H (0.061, -1.024, -3.865)  0.37
O (-0.396, -1.178, -0.766)  -0.84
H (1.489, 1.556, 1.187)  0.18

---

Most stable of them? b.